C5H5O3 | wB97M-V/def2-TZVPD

DFT total energy in eV: -11403.04473
Orbital gap (spin up / spin down) in eV: 4.78 / 6.83
Spin multiplicity: 3
Energy above the lowest of the compared OMol25 structures with the same formula, charge and spin in kcal/mol: 36.0
Expectation value of S²: 2.01
HOMO (spin up / spin down) in eV: -0.88 / -3.14
Charge: -1

Geometry (Å):
O -0.355 1.956 -0.918
O -1.442 -0.981 -0.236
O 1.415 -0.564 2.637
C -1.005 -1.467 -1.521
C 1.060 1.277 1.058
C -0.786 0.004 0.374
C 0.997 -0.109 1.611
C -0.118 1.093 -0.037
H -0.004 -1.199 -1.830
H -0.977 -2.511 -1.517
H 2.129 1.766 0.818
H -1.574 -1.105 -2.316
H 0.660 1.840 1.877



C34H29F6N9NaO5PS3Se | wB97M-V/def2-TZVPD

DFT total energy in eV: -187245.30285
Orbital gap in eV: 5.21
Energy above the lowest of the compared OMol25 structures with the same formula, charge and spin in kcal/mol: 0.0
HOMO in eV: -1.77
Charge: -2

Geometry (Å):
Se -0.669 3.042 -0.051
S -3.113 -0.845 -1.434
S 1.447 -2.915 -0.740
S -0.940 0.144 -2.789
P 2.153 0.122 1.938
Na -0.581 -0.190 0.373
F -1.450 1.258 -5.107
F 0.406 1.868 -4.169
F -4.880 -2.702 -2.077
F -3.995 -1.727 -3.792
F -1.486 2.653 -3.453
F -2.862 -3.188 -2.670
O -0.600 -1.190 2.362
O -2.136 -1.533 -0.622
O -0.036 0.455 -1.718
O -0.592 -0.977 -3.644
O -4.303 -0.323 -0.852
N -3.356 -4.406 4.444
N 0.113 -3.651 -2.870
N -0.858 6.574 3.101
N 0.254 -5.274 -1.186
N -2.459 0.199 -2.401
N -1.031 -3.382 2.070
N 3.593 0.868 1.367
N 3.165 0.243 -0.817
N -2.375 -0.231 5.446
C 1.630 1.403 3.136
C -0.948 -3.904 -5.033
C -1.601 5.467 3.220
C 2.803 -1.110 3.136
C -2.256 -1.117 4.712
C -0.763 4.440 1.201
C 0.560 -4.015 -1.611
C -0.759 -7.428 -1.417
C -0.069 6.607 2.023
C -0.880 1.589 -3.936
C -3.748 -2.189 -2.561
C 4.078 -1.739 5.088
C 4.338 1.202 -2.666
C 3.587 -0.763 4.236
C -1.234 -2.196 2.736
C 1.394 3.706 3.817
C -0.812 -5.739 -3.287
C -2.811 -3.418 4.177
C 2.505 -2.450 2.914
C 3.775 -3.077 4.857
C 0.424 1.963 5.153
C 1.851 2.760 2.910
C 3.877 0.990 0.020
C 0.014 5.604 1.077
C 4.880 1.864 -0.429
C -1.593 4.410 2.331
C 5.102 1.962 -1.786
C -0.406 -6.082 -1.978
C 2.986 -3.430 3.775
C -0.552 -4.466 -3.708
C 0.898 1.017 4.259
C 0.687 3.309 4.942
C 3.383 0.360 -2.119
C -2.127 -2.231 3.855
H 4.146 -3.840 5.532
H 4.471 1.266 -3.737
H 2.729 -4.468 3.599
H -1.682 -4.137 2.198
H -1.347 -6.435 -3.915
H -0.889 -8.172 -2.203
H 1.883 -2.727 2.072
H 2.753 -0.260 -2.750
H -1.581 -4.607 -5.570
H 0.007 -7.749 -0.715
H 0.666 -0.028 4.420
H 0.544 7.500 1.909
H -0.182 1.637 5.989
H -0.570 -3.312 1.174
H 1.544 4.759 3.617
H -0.060 -3.695 -5.632
H 0.212 -2.666 -3.114
H 4.152 1.430 1.990
H 0.303 4.055 5.626
H -1.700 -7.343 -0.869
H -2.213 3.543 2.520
H 5.442 2.459 0.281
H -2.242 5.418 4.097
H 3.788 0.283 4.441
H -1.476 -2.962 -4.894
H 2.345 3.088 2.003
H 5.861 2.640 -2.158
H 0.687 5.709 0.234
H 4.682 -1.457 5.943



C5H8ClN | wB97M-V/def2-TZVPD

DFT total energy in eV: -19322.77415
Orbital gap (spin up / spin down) in eV: 8.01 / 8.01
Energy above the lowest of the compared OMol25 structures with the same formula, charge and spin in kcal/mol: 96.3
HOMO (spin up / spin down) in eV: -7.39 / -7.39

Geometry (Å):
Cl -2.577 -1.700 0.343
N -0.672 1.194 -0.110
C -0.199 -2.738 1.124
C 0.159 0.331 -0.239
C 1.504 -0.052 -0.645
C -0.750 2.600 -0.359
C -0.905 -1.786 0.567
H 0.872 -2.631 1.209
H -1.771 2.826 -0.663
H -0.046 2.935 -1.126
H 2.115 -0.153 0.250
H -0.621 -3.650 1.528
H 1.942 0.710 -1.296
H 1.491 -1.011 -1.158
H -0.542 3.125 0.574



C18H17ClN2O2 | wB97M-V/def2-TZVPD

DFT total energy in eV: -38541.26725
Orbital gap in eV: 9.62
Energy above the lowest of the compared OMol25 structures with the same formula, charge and spin in kcal/mol: 0.0
HOMO in eV: -8.98
SMILES string: Cc1cc(C)cc(C[C@@H]2CC(=O)N(c3ccc(Cl)cn3)C2=O)c1

Geometry (Å):
Cl 4.227 1.922 -3.425
O 2.161 -0.426 2.227
O -1.032 2.437 0.670
N 2.850 1.384 0.232
N 0.759 1.083 1.181
C -0.480 1.669 1.409
C -2.271 -0.659 -0.854
C -2.137 -0.768 0.526
C -0.942 1.202 2.771
C 3.151 1.701 -2.097
C 1.777 1.666 -2.302
C -0.801 -1.339 2.583
C 1.544 1.327 0.038
C -1.004 -1.331 1.091
C 3.642 1.560 -0.805
C -0.004 -1.819 0.256
C -0.103 -0.037 3.046
C 0.948 1.470 -1.214
C -3.483 0.002 -1.434
C -1.252 -1.134 -1.664
C 1.119 0.154 2.162
C -0.115 -1.724 -1.121
C 0.978 -2.219 -2.018
H -2.937 -0.408 1.156
H 1.490 -1.375 -2.483
H 0.190 -0.140 4.092
H -0.122 1.429 -1.326
H 1.368 1.782 -3.295
H -2.016 1.028 2.779
H 4.701 1.593 -0.594
H -4.392 -0.414 -1.004
H -0.169 -2.183 2.864
H -0.726 1.998 3.487
H -1.756 -1.429 3.104
H -1.339 -1.048 -2.738
H -3.517 -0.120 -2.514
H 0.878 -2.267 0.689
H 1.710 -2.793 -1.457
H -3.464 1.068 -1.206
H 0.572 -2.843 -2.812



C16H17F3N5O3OsS2 | wB97M-V/def2-TZVPD

DFT total energy in eV: -62718.98019
Orbital gap (spin up / spin down) in eV: 7.51 / 5.37
Spin multiplicity: 5
Energy above the lowest of the compared OMol25 structures with the same formula, charge and spin in kcal/mol: 0.0
Expectation value of S²: 6.02
HOMO (spin up / spin down) in eV: -17.55 / -17.53
Charge: +3

Geometry (Å):
Os 12.789 9.888 8.741
S 12.874 13.581 8.995
S 13.009 10.238 6.419
F 6.084 9.121 9.473
F 5.772 10.023 7.449
F 6.072 7.919 7.574
O 14.270 13.666 9.424
O 11.824 14.092 9.827
O 16.619 9.761 10.407
N 11.878 4.824 10.623
N 12.291 8.650 10.361
N 14.579 10.225 9.305
N 10.736 9.819 8.346
N 12.692 11.940 8.424
C 8.919 8.348 7.786
C 9.805 10.718 8.785
C 12.774 11.803 7.047
C 12.575 13.144 6.427
C 11.411 6.263 10.703
C 8.445 10.460 8.827
C 12.143 13.485 5.140
C 10.242 8.644 7.814
C 7.945 9.303 8.191
C 15.669 10.087 9.789
C 12.074 15.817 5.897
C 6.504 9.083 8.136
C 12.540 7.188 10.323
C 12.589 14.136 7.401
C 12.019 14.856 4.883
C 12.438 15.508 7.120
H 11.731 4.437 9.658
H 13.465 6.921 10.912
H 11.182 6.448 11.811
H 12.592 16.182 7.976
H 10.976 7.990 7.382
H 12.847 4.661 10.937
H 11.182 4.263 11.135
H 10.269 11.699 9.013
H 12.787 6.889 9.352
H 12.699 9.027 11.238
H 11.783 15.213 3.882
H 11.294 8.699 10.480
H 7.869 11.176 9.423
H 10.518 6.463 10.107
H 8.605 7.372 7.370
H 11.910 16.848 5.675
H 12.002 12.657 4.429



CH2N2O3S | wB97M-V/def2-TZVPD

DFT total energy in eV: -21022.74947
Orbital gap (spin up / spin down) in eV: 5.53 / 5.53
Energy above the lowest of the compared OMol25 structures with the same formula, charge and spin in kcal/mol: 72.1
HOMO (spin up / spin down) in eV: 1.34 / 1.34
Charge: -2

Geometry (Å):
S 0.341 -0.414 -1.280
O -1.580 -0.900 -1.763
O -0.828 0.010 1.875
O 1.140 -0.883 -2.463
N 1.101 1.271 1.385
N 0.763 -1.264 -0.060
C 0.264 0.379 1.500
H 0.772 2.239 1.793
H -1.973 -0.438 -0.987